Here is 4 unconnected molecules or ions with the total composition C43H92BrF5N5 at a distorted geometry from the OMol25 dataset. Energies are from ωB97M-V with the def2-TZVPD basis set.

Structure (ORCA input):
```
! RIJCOSX wB97M-V def2-TZVPD def2/J DEFGRID3
* xyz 1 1
C 2.1266 -3.7361 2.3220
C 3.5252 -4.0306 1.7681
C 4.4443 -2.8038 1.7514
C 4.6986 -2.1882 3.1433
C 3.8553 -0.9263 3.4503
C 4.6494 0.3357 3.1063
C 3.8859 1.6625 3.1607
C 2.5990 1.7525 2.3242
C 2.7309 1.3049 0.8493
C 1.6797 0.2546 0.4258
C 0.4855 0.8450 -0.3480
C -0.1071 2.1597 0.2001
C -1.6380 2.1293 0.2888
C -2.2406 3.4873 0.6724
C -2.0923 3.9076 2.1392
C -2.8895 3.0112 3.1194
C -1.9851 2.2812 4.1235
C -2.6603 1.2005 4.9892
C -3.4105 0.1304 4.2023
F -4.6407 0.6261 3.7891
C -3.8104 -1.0800 5.1038
F -2.9266 -1.3474 6.0919
N -3.9029 -2.3480 4.2984
C -4.4543 -2.0868 2.9259
C -3.5400 -1.1423 2.1118
C -2.7272 -1.8375 0.9973
C -2.2584 -3.2773 1.2738
C -3.1522 -4.3870 0.7426
F -2.5353 -5.1547 -0.0893
F -4.2458 -3.9550 0.1336
F -3.5733 -5.1642 1.7376
N -2.7251 -0.2671 2.9762
Br -1.0628 -1.0251 3.4591
H 1.5386 -4.6571 2.3989
H 2.1737 -3.2804 3.3171
H 1.6084 -3.0512 1.6387
H 3.4163 -4.3951 0.7399
H 3.9978 -4.8344 2.3447
H 5.3992 -3.1003 1.3071
H 3.9988 -2.0363 1.1001
H 5.7579 -1.9184 3.2137
H 4.5159 -2.9403 3.9216
H 2.9268 -0.9610 2.8666
H 3.5939 -0.9233 4.5156
H 5.4778 0.4106 3.8227
H 5.1058 0.2145 2.1152
H 4.5629 2.4690 2.8522
H 3.6068 1.8606 4.2050
H 2.2707 2.7984 2.3650
H 1.8027 1.1681 2.8074
H 3.7391 0.9234 0.6568
H 2.6175 2.1751 0.1916
H 1.3361 -0.2928 1.3115
H 2.1537 -0.4924 -0.2248
H -0.3051 0.0805 -0.3771
H 0.8053 0.9767 -1.3882
H 0.2927 2.3814 1.1950
H 0.1725 2.9745 -0.4763
H -1.9289 1.3675 1.0287
H -2.0671 1.8102 -0.6694
H -1.7776 4.2474 0.0288
H -3.3126 3.5082 0.4312
H -1.0338 3.9476 2.4245
H -2.4742 4.9302 2.2210
H -3.4705 2.2937 2.5351
H -3.5791 3.6411 3.6925
H -1.0909 1.8802 3.6310
H -1.6153 3.0310 4.8351
H -3.4103 1.6785 5.6314
H -1.9053 0.7274 5.6202
H -4.7943 -0.8952 5.5452
H -4.5117 -3.0209 4.7714
H -2.9690 -2.7765 4.2638
H -5.4099 -1.5822 3.0973
H -4.6764 -3.0221 2.4127
H -4.2330 -0.4717 1.5907
H -1.8452 -1.2309 0.7793
H -3.3321 -1.7991 0.0868
H -1.2705 -3.4216 0.8270
H -2.1134 -3.4515 2.3426
C -1.1335 -1.4920 -2.9773
C -0.7490 -1.8697 -4.3987
N -0.7269 -0.7270 -5.2926
C -0.6177 -1.0943 -6.6957
C 0.6681 -1.7848 -7.1628
C 0.0942 0.3935 -4.8608
C 1.5822 0.1333 -4.5907
H -2.0910 -0.9653 -2.9616
H -1.2241 -2.3933 -2.3670
H -0.3837 -0.8534 -2.5113
H -1.4872 -2.5757 -4.7889
H 0.2089 -2.4135 -4.3682
H -0.7762 -0.1914 -7.2912
H -1.4645 -1.7499 -6.9219
H 1.5043 -1.0902 -7.2334
H 0.5146 -2.2070 -8.1574
H 0.9568 -2.6035 -6.5025
H -0.3512 0.8068 -3.9514
H -0.0074 1.1817 -5.6104
H 1.7390 -0.7846 -4.0209
H 1.9984 0.9551 -4.0031
H 2.1646 0.0655 -5.5078
C -5.0788 -1.3278 -4.6508
C -5.4521 -1.3790 -3.1778
N -6.3438 -0.3054 -2.7702
C -6.4726 -0.1821 -1.3349
C -7.1211 -1.3380 -0.5587
C -7.5749 -0.1750 -3.5365
C -8.5181 -1.3832 -3.5825
H -4.6535 -0.3574 -4.9093
H -4.3357 -2.0958 -4.8687
H -5.9362 -1.5124 -5.2982
H -4.5353 -1.2744 -2.5864
H -5.8533 -2.3796 -2.9491
H -7.0106 0.7435 -1.1127
H -5.4584 -0.0322 -0.9390
H -8.2032 -1.3505 -0.6750
H -6.9156 -1.2182 0.5108
H -6.7251 -2.3085 -0.8612
H -7.3044 0.0919 -4.5596
H -8.1131 0.6930 -3.1476
H -7.9779 -2.3160 -3.7516
H -9.2238 -1.2655 -4.4064
H -9.1039 -1.4888 -2.6701
C 7.8892 1.9510 1.8556
C 8.4213 2.4421 0.5197
N 7.4387 2.3356 -0.5472
C 7.9981 2.5518 -1.8714
C 8.5529 3.9414 -2.2039
C 6.1544 2.9645 -0.2884
C 6.1370 4.4643 0.0346
H 7.5092 0.9318 1.7616
H 8.6812 1.9541 2.6053
H 7.0836 2.5842 2.2308
H 9.2767 1.8248 0.2329
H 8.8097 3.4646 0.6481
H 7.2326 2.2873 -2.6066
H 8.8005 1.8194 -2.0032
H 7.7607 4.6704 -2.3715
H 9.1431 3.8893 -3.1205
H 9.2061 4.3195 -1.4168
H 5.6799 2.4315 0.5408
H 5.5151 2.7724 -1.1549
H 6.9213 4.7364 0.7425
H 5.1811 4.7314 0.4918
H 6.2539 5.0811 -0.8549
*
```

LUMO level	-3.1	eV
largest force on an atom	0.0467	Eh/bohr
E_tot	-137157.072	eV



Here is a molecular structure, C11H36BeNO8 at a distorted geometry from the OMol25 dataset. Energies are from ωB97M-V with the def2-TZVPD basis set.

Structure (ORCA input):
```
! RIJCOSX wB97M-V def2-TZVPD def2/J DEFGRID3
* xyz 0 2
Be 2.4613 0.4900 0.9381
C -1.5914 -2.2570 0.9050
C -1.6952 -1.9042 -0.6020
C -3.2647 -1.5985 -0.6705
C -3.7416 -0.9236 -1.9791
C -2.9165 0.3721 -2.3083
C -1.3957 0.2464 -2.1173
N -0.9536 -0.6168 -0.9733
O 0.5037 -0.6169 -0.7739
C -0.8981 1.7026 -2.0201
C -0.8391 -0.3694 -3.4097
C -1.3524 -3.1651 -1.5194
H -1.8398 -1.4460 1.5896
H -0.5329 -2.4796 1.0398
H -2.1694 -3.1415 1.1728
H -3.6046 -0.9475 0.1350
H -3.7465 -2.5758 -0.6996
H -4.8009 -0.6702 -1.9361
H -3.5064 -1.6726 -2.7351
H -3.2867 1.1715 -1.6665
H -3.0137 0.5411 -3.3807
H -1.2234 2.1240 -1.0690
H -1.2561 2.4371 -2.7415
H 0.1832 1.7603 -2.1452
H -0.8485 0.2960 -4.2730
H -1.4377 -1.2287 -3.7119
H 0.2246 -0.5949 -3.3332
H -0.3773 -3.5257 -1.1919
H -1.2922 -2.8993 -2.5748
H -2.1738 -3.8788 -1.4546
C -1.7695 1.3088 2.6110
C -0.6524 2.1958 2.0000
O 0.1567 1.2912 1.3251
H -1.5013 0.4766 3.2619
H -2.3556 0.9058 1.7850
H -2.4472 1.9633 3.1589
H -0.1040 2.7660 2.7498
H -0.9393 2.8794 1.2009
H -0.3532 0.6663 0.8044
O 2.6175 2.6436 -0.2595
H 2.3586 3.4181 0.2399
H 3.1096 2.9911 -1.0033
O 4.3040 0.0302 -0.8726
H 5.0991 -0.4756 -1.0404
H 4.1737 0.5439 -1.6697
O 2.8050 2.6331 2.9489
H 2.7440 2.3790 3.8697
H 3.3747 3.4023 2.9494
O 1.9260 -0.3234 3.3903
H 1.8892 0.2626 4.1463
H 1.8794 -1.2027 3.7657
O 4.9018 0.6015 1.8537
H 5.5203 0.8544 2.5390
H 5.4468 0.2107 1.1707
O 2.6249 -2.0067 1.0111
H 3.5111 -2.3621 0.9439
H 2.0658 -2.6815 0.6260
*
```

⟨S²⟩	0.7521
LUMO level (spin up / spin down)	0.1 / -0.5	eV
largest force on an atom	0.0556	Eh/bohr
E_tot	-30255.568	eV



Here is C20H28N4O2S in the gas phase at a distorted geometry from the OMol25 dataset. Energies are from ωB97M-V with the def2-TZVPD basis set.

Structure (ORCA input):
```
! RIJCOSX wB97M-V def2-TZVPD def2/J DEFGRID3
* xyz 0 1
C 0.4983 -1.5490 1.7744
O 0.2451 -2.9319 1.6980
C -1.0911 -3.2817 1.4406
C -1.4156 -3.4683 -0.0537
N -1.3187 -2.2576 -0.8222
C -0.4192 -1.9168 -1.8036
C 0.7182 -2.7549 -2.2594
C 1.8780 -2.6019 -1.3024
C 2.3565 -3.6732 -0.5650
C 3.4089 -3.4992 0.3174
C 3.9866 -2.2520 0.4725
C 3.5112 -1.1764 -0.2602
C 2.4620 -1.3509 -1.1430
N -0.6778 -0.7209 -2.2448
N -1.7478 -0.2431 -1.5854
C -2.1298 -1.1605 -0.7349
S -3.4766 -1.0655 0.3570
C -4.1089 0.5975 -0.0320
C -3.2591 1.6800 0.6389
O -3.5549 2.1428 1.7208
N -2.2040 2.0501 -0.0991
C -1.1905 2.9750 0.3633
C -0.9693 4.0694 -0.6810
C 0.1191 5.0346 -0.2213
C 1.4228 4.2854 0.0354
C 1.2092 3.1953 1.0807
C 0.1193 2.2281 0.6308
H 1.5271 -1.4489 2.1135
H -0.1746 -1.0660 2.4927
H 0.4026 -1.0514 0.8046
H -1.2526 -4.2483 1.9277
H -1.7793 -2.5486 1.8795
H -0.7187 -4.1927 -0.4774
H -2.4384 -3.8522 -0.1328
H 1.0067 -2.3936 -3.2484
H 0.4178 -3.8013 -2.3391
H 1.9130 -4.6523 -0.6800
H 3.7740 -4.3405 0.8870
H 4.8061 -2.1167 1.1629
H 3.9584 -0.2002 -0.1426
H 2.0817 -0.5172 -1.7160
H -4.1292 0.6971 -1.1154
H -5.1150 0.6153 0.3852
H -1.9802 1.5019 -0.9300
H -1.5653 3.4137 1.2942
H -1.9046 4.6067 -0.8482
H -0.6730 3.6021 -1.6232
H 0.2734 5.8039 -0.9803
H -0.2016 5.5297 0.6979
H 2.1914 4.9818 0.3766
H 1.7697 3.8321 -0.8959
H 0.9149 3.6536 2.0273
H 2.1390 2.6477 1.2482
H -0.0454 1.4676 1.3975
H 0.4298 1.7222 -0.2874
*
```

SMILES	COCCn1c(Cc2ccccc2)nnc1SCC(=O)NC1CCCCC1
LUMO level	0.6	eV
largest force on an atom	0.0227	Eh/bohr
energy relative to the best compared isomer or geometry (same formula, charge and spin)	29.3	kcal/mol
E_tot	-42085.868	eV



Here is a molecular structure, C4AuCl2FeO4 at a distorted geometry from the OMol25 dataset. Energies are from ωB97M-V with the def2-TZVPD basis set.

Structure (ORCA input):
```
! RIJCOSX wB97M-V def2-TZVPD def2/J DEFGRID3
* xyz 4 8
Fe -0.1878 0.7543 -4.0729
Au 0.4248 -0.5519 4.1367
Cl -0.6066 2.4619 -2.8639
Cl 2.0162 -1.3514 2.7681
C -1.1739 -1.4691 4.9497
C -0.6282 1.3176 -5.7836
C 0.4260 -1.0333 -4.2959
O -1.4297 -2.3151 5.6957
O -0.8912 1.4419 -6.9208
O 0.6118 -1.9680 -4.9630
O 0.9991 1.5938 6.1207
C 0.4395 1.1194 5.2293
*
```

⟨S²⟩	15.7787
LUMO level (spin up / spin down)	-15.0 / -19.2	eV
largest force on an atom	0.2407	Eh/bohr
energy relative to the best compared isomer or geometry (same formula, charge and spin)	0.0	kcal/mol
E_tot	-75404.912	eV